Molecular formula: C4H15NO7
Method: DFT, wB97M-V/def2-TZVPD

Positions of all 27 atoms, in Å:
O1 1.379 -1.967 -1.514
H1 -1.588 -3.369 -1.281
H2 -2.130 0.963 0.432
C1 2.701 1.540 0.448
O2 -2.747 0.432 -0.107
O3 0.182 1.343 2.975
O4 -0.854 -3.570 -0.763
O5 -0.933 2.186 0.219
C2 -0.223 0.540 2.213
H3 0.460 -1.642 -1.583
H4 3.179 0.605 0.795
H5 -1.913 -0.220 1.563
H6 2.773 2.249 1.465
H7 3.142 1.816 -0.535
H8 1.262 -0.669 1.056
H9 -1.101 -0.605 -3.100
H10 -1.406 -0.585 -1.502
H11 -0.229 -3.733 -1.377
O6 -1.043 -1.036 -2.222
H12 -3.493 0.900 -0.386
C3 0.511 0.051 0.925
H13 1.685 -1.760 -0.647
O7 -1.548 0.117 2.398
H14 -0.292 -0.412 0.272
C4 0.317 2.352 0.100
N1 1.188 1.187 0.353
H15 0.720 3.289 -0.198

Output
- Charge: +1
- Energy: -742.4414 Eh
- Molar mass: 189.2 u
- Strongest force on any atom: 5.509 eV Å⁻¹
- HOMO (spin up / spin down): -13.79 / -13.78 eV
- Orbital gap (spin up / spin down): 8.774 / 4.444 eV
- Expectation value of S²: 0.768
- Energy above the lowest of the compared OMol25 structures with the same formula, charge and spin: 65.4 kcal/mol
- Multiplicity: 2
- Lowest unoccupied orbital energy (spin up / spin down): -5.0 / -9.3 eV

=====

Molecular formula: F17Li13Sr2
Method: DFT, wB97M-V/def2-TZVPD

Positions of all 32 atoms, in Å:
Sr1 -4.608 1.282 0.531
Li1 -2.163 1.038 3.950
F1 -1.418 -1.885 0.525
F2 -2.246 1.115 0.242
Li2 -2.606 -1.784 2.333
Li3 0.140 -3.150 -2.637
Li4 -2.147 -2.137 -1.254
Li5 -2.662 0.482 -2.728
F3 -0.235 4.731 1.098
F4 2.727 1.261 -4.177
F5 1.148 2.441 -1.215
Sr2 0.209 0.216 0.013
F6 3.265 0.111 -0.994
F7 -1.483 -3.435 2.952
F8 -0.310 3.328 3.779
F9 -4.195 -1.057 -1.776
F10 1.449 -1.822 -3.994
Li6 -1.608 3.106 -0.617
F11 1.643 -1.205 1.789
F12 -0.820 -0.907 -2.515
F13 -0.755 -0.477 3.355
F14 1.329 -3.182 -0.799
Li7 1.266 0.433 3.523
F15 -1.754 2.362 -2.470
Li8 1.673 4.008 0.882
F16 4.345 -2.116 1.019
Li9 2.396 -3.723 1.089
Li10 -0.485 2.251 -4.175
Li11 3.483 -0.090 1.232
F17 1.748 1.423 1.812
Li12 -0.057 -2.039 2.021
Li13 2.730 -0.579 -2.794

Output
- Charge: 0
- Energy: -1857.9324 Eh
- Molar mass: 588.4 u
- Strongest force on any atom: 3.183 eV Å⁻¹
- HOMO: -6.85 eV
- Orbital gap: 1.546 eV
- Energy above the lowest of the compared OMol25 structures with the same formula, charge and spin: 37.5 kcal/mol
- Lowest unoccupied orbital energy: -5.3 eV

=====

> Look up the strongest force on any atom of the first one.

5.509 eV Å⁻¹